[1]
The following is a quantum chemistry calculation of C5H11NO2S as an isolated structure, from the OMol25 dataset.

Each line ends with the Mulliken charge.
CARTESIAN COORDINATES (ANGSTROEM)
1 C -0.58140 0.18839 -0.05714  -0.5860
2 C 0.50099 2.37017 -0.64354  -1.2215
3 C 1.14750 0.66051 1.16166  -1.3614
4 C -2.05658 -1.65482 -0.17614  -0.7594
5 C 0.69668 0.85389 -0.27719  0.9831
6 N -0.83356 -0.96439 -0.38461  -0.0782
7 O 0.97325 -2.68933 0.85464  -0.4465
8 O 1.72712 -2.00043 -1.33251  -0.4710
9 S 0.74324 -2.71255 -0.56583  0.7186
10 H -1.86254 1.13205 0.33010  0.0424
11 H 1.04024 2.92271 0.16586  0.2625
12 H -0.51388 2.53093 -0.66444  0.4186
13 H 1.04221 2.72899 -1.59789  0.2607
14 H 2.02733 1.31729 1.38440  0.3719
15 H 1.28614 -0.42836 1.39546  0.2771
16 H 0.30762 1.14793 1.78467  0.3694
17 H -2.21489 -2.23165 -1.05821  0.3232
18 H -1.93139 -2.52204 0.56792  0.2271
19 H -2.85298 -0.90159 0.06142  0.3623
20 H 1.35490 0.25228 -0.94861  0.3070

Summary:
energy relative to the best compared isomer or geometry (same formula, charge and spin): 96.6 kcal/mol
2S+1: 1
orbital gap: 9.55 eV
max |F|: 5.035 eV/A
DFT total energy: -21780.0932 eV
HOMO energy: -9.64 eV

[2]
The following is a quantum chemistry calculation of one molecule with the formula C5H11NO3, from the OMol25 dataset.

Each line ends with the Mulliken charge.
CARTESIAN COORDINATES (ANGSTROEM)
1 C 0.21431 -1.36075 -2.07441  -0.7648
2 C -1.70374 -0.66567 1.01184  -1.3535
3 C -0.88397 -0.37763 -0.20237  1.1452
4 O -0.53058 -1.46821 -0.84749  -0.3035
5 N -0.85231 0.83326 -0.78057  -0.5087
6 H -1.44569 1.49612 -0.29417  0.3390
7 H 0.17085 -2.35061 -2.52771  0.2791
8 H 1.24439 -1.10210 -1.83514  0.2527
9 H -0.23068 -0.61019 -2.72457  0.3624
10 H -2.76130 -0.68033 0.73298  0.3526
11 H -1.43831 -1.63490 1.42926  0.3311
12 H -1.54969 0.11340 1.75700  0.4010
13 C 1.45398 0.50904 1.73370  -0.7305
14 C 0.66456 1.49343 -0.56930  0.2130
15 O 1.13083 0.17602 0.40491  -0.4788
16 O 0.65187 2.58519 -0.03735  -0.6125
17 H 1.24473 1.26016 -1.46766  0.2964
18 H 2.52707 0.37980 1.91473  0.2155
19 H 0.91169 -0.14641 2.42856  0.2310
20 H 1.18197 1.55036 1.94777  0.3334

Summary:
energy relative to the best compared isomer or geometry (same formula, charge and spin): 78.0 kcal/mol
2S+1: 1
orbital gap: 9.61 eV
max |F|: 0.893 eV/A
DFT total energy: -12993.4683 eV
HOMO energy: -9.01 eV

[3]
The following is a quantum chemistry calculation of a 2-piece molecular cluster, C5H11NO3 overall, from the OMol25 dataset.

Each line ends with the Mulliken charge.
CARTESIAN COORDINATES (ANGSTROEM)
1 C 2.09087 1.85696 0.06105  -0.6100
2 N 1.87198 0.48957 0.75659  -0.3184
3 C 2.07466 -0.57609 -0.16342  0.6443
4 C 1.26708 -1.82293 0.14191  -0.7292
5 O 2.78858 -0.55110 -1.11814  -0.5601
6 H 2.10416 1.74208 -1.14611  0.2329
7 H 1.02867 2.40474 0.36290  0.2317
8 H 3.08278 2.46448 0.40356  0.2400
9 H 0.87742 0.37465 1.32040  0.4636
10 H 0.29036 -1.64116 0.73834  0.1408
11 H 1.90883 -2.48489 0.75865  0.2937
12 H 0.90336 -2.43340 -0.73007  0.2378
13 C -3.35495 -0.02140 -0.60246  -1.0852
14 C -1.92658 0.21498 -0.22437  0.9231
15 O -1.00757 0.56447 -0.90702  -0.4589
16 O -1.74817 -0.19362 1.08959  -0.5434
17 H -3.62304 0.20865 -1.66241  0.3097
18 H -3.79945 -1.05525 -0.26667  0.2804
19 H -4.02952 0.63021 0.01152  0.3020
20 H -0.79945 -0.17094 1.17618  0.0051

Summary:
energy relative to the best compared isomer or geometry (same formula, charge and spin): 49.5 kcal/mol
2S+1: 1
orbital gap: 10.27 eV
max |F|: 4.480 eV/A
DFT total energy: -12994.7070 eV
SMILES string: CNC(C)=O.CC(=O)O
HOMO energy: -9.79 eV

Question: What is the orbital gap in the second record?
Answer: 9.61 eV